Entry 1:
Density functional theory data (ωB97M-V/def2-TZVPD) for 11 unconnected molecules or ions with the total composition C78H177N11O13.

Atoms and positions in Å:
C  -0.1878  9.2300  5.1079
C  0.4471  10.3405  6.0932
C  1.4576  11.1626  5.3573
C  -0.7654  11.1977  6.4766
C  -0.5292  12.1855  7.6264
C  -0.1359  11.4018  8.8413
C  1.1179  10.5155  8.6316
C  2.4095  11.3243  8.7290
C  0.9643  9.4500  9.6788
N  0.8884  9.7649  7.3350
O  1.7819  8.6824  7.1971
H  -0.8320  9.7384  4.3905
H  0.5039  8.7504  4.4152
H  -0.7428  8.4663  5.6527
H  2.2644  11.3912  6.0537
H  1.7156  10.8661  4.3407
H  0.9142  12.0861  5.1570
H  -1.2433  11.6465  5.6059
H  -1.4840  10.5120  6.9254
H  0.1568  13.0154  7.4570
H  -1.4930  12.5306  8.0007
H  -1.0196  10.8805  9.2092
H  0.0751  12.2011  9.5517
H  2.3825  12.2357  8.1318
H  3.1730  10.7314  8.2254
H  2.7512  11.5519  9.7387
H  1.8720  8.8736  9.5002
H  0.0556  8.9081  9.4168
H  1.0416  9.8869  10.6744
H  1.2391  8.0342  7.6517
C  4.4556  -8.9096  1.5942
C  4.3394  -8.0752  2.9098
C  5.2601  -6.8658  2.5971
C  2.8588  -7.7116  2.9302
C  2.3648  -7.2666  4.3593
C  2.8753  -8.2179  5.4918
C  4.4015  -8.4268  5.5159
C  5.1420  -7.0915  5.7433
C  4.8024  -9.4393  6.5994
N  4.7948  -8.8159  4.1500
O  6.1377  -9.3635  4.1175
H  4.2035  -8.3735  0.6793
H  5.4819  -9.2556  1.4713
H  3.9720  -9.8689  1.7781
H  5.0538  -5.9145  3.0877
H  6.2295  -7.2917  2.8558
H  5.2083  -6.6424  1.5315
H  2.6701  -6.9854  2.1396
H  2.3325  -8.6119  2.6130
H  2.5758  -6.2279  4.6138
H  1.2778  -7.1865  4.3575
H  2.3560  -9.1143  5.1527
H  2.4868  -8.0645  6.4986
H  5.0532  -6.2819  5.0189
H  6.1474  -7.2313  6.1404
H  4.7316  -6.6132  6.6327
H  5.8792  -9.5732  6.4959
H  4.5130  -10.4826  6.4738
H  4.6989  -9.1895  7.6553
H  6.6059  -8.5271  4.0644
C  10.6922  5.7055  -0.8767
C  9.1647  5.1602  -0.7305
C  8.2056  6.2717  -1.0473
C  8.8716  4.0208  -1.6945
C  9.6711  2.7888  -1.4873
C  9.3104  2.1550  -0.1048
C  9.3920  3.1861  1.0789
C  8.4283  2.5782  2.2024
C  10.8815  3.4136  1.5441
N  8.7460  4.5517  0.5889
O  8.8445  5.5289  1.5124
H  10.9046  6.7645  -0.7304
H  11.2208  5.1298  -0.1170
H  11.0263  5.3964  -1.8671
H  7.2306  5.8915  -0.7423
H  8.5649  7.1903  -0.5836
H  8.0218  6.3645  -2.1177
H  7.8584  3.6578  -1.5219
H  9.0046  4.3103  -2.7369
H  9.4018  2.0849  -2.2748
H  10.7225  2.9378  -1.7335
H  9.8631  1.2536  0.1600
H  8.3061  1.7952  -0.3283
H  7.5352  2.1054  1.7940
H  8.1320  3.3467  2.9163
H  9.0011  1.7939  2.6973
H  11.1193  2.5892  2.2163
H  11.0562  4.3631  2.0501
H  11.4900  3.2893  0.6484
H  8.3994  5.0543  2.2183
C  0.1427  -1.9654  10.0040
C  -0.5962  -1.1051  11.0325
C  -0.4230  0.3669  10.7612
C  -2.0623  -1.3707  10.9512
C  -2.5448  -2.5910  11.6797
C  -2.0289  -2.6221  13.1522
C  -0.4827  -2.4423  13.2697
C  -0.4069  -2.0841  14.7159
C  0.3402  -3.7718  12.9383
N  -0.1074  -1.2466  12.4228
O  1.2746  -0.9720  12.5058
H  1.2205  -1.8342  10.0998
H  -0.0195  -3.0239  10.2078
H  -0.1250  -1.7198  8.9763
H  0.6386  0.6099  10.8078
H  -0.7298  0.7267  9.7791
H  -0.9780  1.0033  11.4504
H  -2.5826  -0.5531  11.4503
H  -2.4278  -1.3196  9.9256
H  -3.6097  -2.7451  11.5058
H  -2.2521  -3.4053  11.0169
H  -2.2177  -3.6129  13.5655
H  -2.6305  -1.9062  13.7122
H  -0.9835  -1.1701  14.8584
H  0.6121  -1.9110  15.0619
H  -0.8734  -2.8734  15.3053
H  0.0816  -4.2055  11.9723
H  0.2500  -4.4772  13.7643
H  1.4136  -3.6136  13.0418
H  1.3508  -0.1584  13.0096
C  1.2414  8.7840  -6.2927
C  1.1088  8.2825  -7.7966
C  1.9052  9.1111  -8.7840
C  1.8040  6.8753  -7.9097
C  1.2985  6.0007  -9.0938
C  -0.2008  5.7714  -9.0684
C  -0.9756  7.1112  -9.1459
C  -1.0198  7.7329  -10.6447
C  -2.4043  6.6866  -8.7975
N  -0.3939  8.0353  -8.0954
O  -1.0238  9.2906  -8.1195
H  2.3002  8.8978  -6.0604
H  0.7680  9.7656  -6.2729
H  0.6513  8.3366  -5.4928
H  1.3767  10.0580  -8.8949
H  2.9374  9.1303  -8.4344
H  1.9381  8.8118  -9.8316
H  2.8530  6.8182  -8.2005
H  1.8298  6.2558  -7.0132
H  1.6067  6.5900  -9.9574
H  1.8438  5.0894  -9.3394
H  -0.5065  5.2483  -8.1623
H  -0.4074  5.2329  -9.9933
H  -1.5209  8.7008  -10.6336
H  -1.7581  7.2189  -11.2602
H  -0.0841  7.6192  -11.1922
H  -3.1485  7.4795  -8.7223
H  -2.4659  6.0828  -7.8921
H  -2.7759  6.0101  -9.5671
H  -1.3288  9.4383  -7.2214
C  4.2962  -3.6530  -10.3172
C  5.4013  -4.2919  -11.1801
C  6.8308  -3.4302  -11.0613
C  5.8028  -5.7028  -10.6238
C  6.6571  -6.5407  -11.7127
C  6.1024  -6.4982  -13.1336
C  5.7403  -5.0667  -13.6044
C  6.9307  -4.3925  -14.1157
C  4.7360  -5.4170  -14.7040
N  4.9809  -4.2939  -12.5673
O  4.6260  -2.9339  -12.9916
H  4.5298  -3.7910  -9.2615
H  4.1565  -2.5846  -10.4820
H  3.4201  -4.2843  -10.4661
H  6.6146  -2.4052  -11.3628
H  6.9767  -3.2835  -9.9911
H  7.7844  -3.7654  -11.4693
H  6.4103  -5.5173  -9.7381
H  4.9298  -6.3124  -10.3904
H  7.6559  -6.1222  -11.5889
H  6.6944  -7.5877  -11.4120
H  5.2112  -7.1257  -13.1461
H  6.8137  -6.9722  -13.8100
H  7.1967  -4.7463  -15.1118
H  7.8111  -4.5071  -13.4833
H  6.7902  -3.3116  -14.1171
H  3.8125  -5.9220  -14.4209
H  5.2232  -6.0973  -15.4025
H  4.5207  -4.5197  -15.2842
H  3.6666  -2.9009  -12.9884
C  -3.5214  -12.8677  -0.7328
O  -3.7375  -11.7559  -1.6797
C  -2.5073  -11.0507  -1.8786
C  -2.7793  -9.9413  -2.9252
C  -1.9143  -8.7063  -2.8565
N  -4.1623  -9.4633  -2.9305
H  -4.5385  -12.9847  -0.3587
H  -2.8766  -12.4723  0.0521
H  -3.1727  -13.7016  -1.3420
H  -2.4573  -10.6004  -0.8872
H  -1.5675  -11.5924  -1.9861
H  -2.7250  -10.5167  -3.8494
H  -2.1479  -8.1914  -1.9246
H  -1.9652  -8.0957  -3.7580
H  -0.8293  -8.7887  -2.7922
H  -4.6495  -10.3183  -2.7030
H  -4.1969  -8.9277  -2.0749
C  -3.2045  -1.5368  1.3335
O  -2.4666  -0.6366  0.4061
C  -1.0406  -0.7422  0.6092
C  -0.2401  0.0164  -0.4311
C  -0.6208  1.4757  -0.6655
N  -0.3020  -0.6766  -1.6896
H  -2.7857  -2.5402  1.4111
H  -4.2804  -1.5487  1.1591
H  -3.2995  -1.0827  2.3198
H  -0.8195  -0.3532  1.6032
H  -0.7221  -1.7813  0.6934
H  0.7883  -0.1264  -0.0994
H  -0.0680  1.8884  -1.5093
H  -0.3885  2.0720  0.2169
H  -1.7024  1.5095  -0.7969
H  -1.2703  -0.9122  -1.8534
H  -0.0419  -1.6419  -1.5457
C  -11.1218  -3.8845  -7.2435
O  -10.4679  -3.5732  -6.0258
C  -9.1188  -3.9825  -5.9587
C  -8.2998  -3.1459  -5.0731
C  -8.3572  -1.6583  -5.4234
N  -6.8542  -3.4436  -5.0897
H  -11.2353  -3.0405  -7.9238
H  -12.1784  -4.0994  -7.0835
H  -10.6684  -4.7475  -7.7310
H  -9.1033  -5.0435  -5.7095
H  -8.6055  -4.0113  -6.9198
H  -8.7688  -3.2157  -4.0917
H  -7.7798  -0.9928  -4.7815
H  -9.3838  -1.3004  -5.3450
H  -8.0005  -1.5533  -6.4480
H  -6.3193  -3.1731  -4.2768
H  -6.6434  -4.4311  -5.1126
C  -5.7269  -10.8232  6.5040
O  -7.0725  -10.6037  6.2795
C  -7.5025  -10.8023  4.9037
C  -8.7240  -9.8932  4.7829
N  -8.4845  -8.5687  4.1227
C  -9.7275  -7.7151  4.1155
C  -10.6993  -8.0485  2.9706
O  -10.0890  -8.4120  1.6740
C  -10.7277  -7.9871  0.5685
H  -5.8548  -11.7133  7.1199
H  -5.1380  -9.9721  6.8463
H  -5.1219  -11.2562  5.7073
H  -7.6786  -11.8044  4.5127
H  -6.6971  -10.3439  4.3298
H  -9.1745  -9.9538  5.7736
H  -9.4326  -10.4334  4.1552
H  -8.2792  -8.8894  3.1873
H  -9.2335  -6.7441  4.0823
H  -10.2370  -7.6574  5.0774
H  -11.2677  -7.1286  2.8342
H  -11.3109  -8.9137  3.2264
H  -11.8039  -8.1586  0.5860
H  -10.3923  -8.4847  -0.3415
H  -10.5379  -6.9331  0.3654
C  -5.8408  14.0947  -1.5557
O  -5.1956  13.1094  -2.3127
C  -5.7877  11.8962  -2.6688
C  -6.5044  11.1841  -1.5106
N  -7.0591  9.8980  -2.1149
C  -6.0135  8.8919  -2.2180
C  -6.5006  7.4589  -2.5226
O  -7.3215  6.9403  -1.4984
C  -6.5027  6.4491  -0.4577
H  -6.7499  14.2027  -2.1471
H  -5.1340  14.9178  -1.6610
H  -5.9767  13.8092  -0.5125
H  -4.9235  11.4397  -3.1513
H  -6.3948  12.0184  -3.5658
H  -7.3272  11.7823  -1.1191
H  -5.8630  11.0391  -0.6412
H  -7.8457  9.5588  -1.5799
H  -5.4398  8.7815  -1.2979
H  -5.4017  9.0808  -3.1002
H  -5.7367  6.7581  -2.8594
H  -7.2253  7.6024  -3.3240
H  -7.2027  6.4967  0.3764
H  -5.7164  7.1517  -0.1820
H  -6.0730  5.4512  -0.5456

Atoms 1-2, force components in eV/Å:
C 0.77 0.74 0.39
C -1.56 -1.46 -1.05

## Properties
multiplicity: 1
E_tot: -4657.67978 Ha
lowest unoccupied orbital energy: 0.290 eV
structure (SMILES): CC1(C)CCCC(C)(C)N1O.CC1(C)CCCC(C)(C)N1O.CC1(C)CCCC(C)(C)N1O.CC1(C)CCCC(C)(C)N1O.CC1(C)CCCC(C)(C)N1O.CC1(C)CCCC(C)(C)N1O.COC[C@H](C)N.COC[C@H](C)N.COC[C@H](C)N.COCCNCCOC.COCCNCCOC


Entry 2:
Density functional theory data (ωB97M-V/def2-TZVPD) for 3 unconnected molecules or ions with the total composition C10H24BNO11P.

Atoms and positions in Å:
O  2.2198  4.5143  1.1939
P  1.0829  5.4186  0.9747
O  0.7113  6.1882  2.3607
O  1.5914  6.6593  0.0037
C  -0.4188  4.6520  0.1824
N  -1.2439  3.9226  1.0362
C  -2.1496  4.7960  1.7492
B  -3.3860  5.3522  0.9447
O  -4.4703  5.9272  1.6493
O  -3.5119  5.3395  -0.4338
H  1.4464  6.7889  2.5720
H  0.8676  7.3065  -0.0169
H  -0.9045  5.4592  -0.4101
H  0.0418  3.9712  -0.5288
H  -1.6675  5.6740  2.2326
H  -2.5710  4.2330  2.5814
H  -4.0972  6.6531  2.1730
H  -3.6876  6.2551  -0.7009
C  3.1610  0.8535  -0.3539
C  1.7041  0.7055  0.0256
O  0.8620  0.6238  -1.1425
C  0.8467  -0.5370  -1.7627
O  1.4375  -1.5414  -1.4416
O  0.0511  -0.4338  -2.8314
C  -0.0249  -1.6176  -3.6218
H  3.2914  1.7105  -1.0141
H  3.7641  1.0082  0.5394
H  3.5287  -0.0327  -0.8735
H  1.3786  1.5898  0.5707
H  1.5387  -0.1625  0.6626
H  -0.3018  -2.4770  -3.0148
H  0.9267  -1.8043  -4.1189
H  -0.7937  -1.4376  -4.3675
C  -1.4850  -8.2695  0.2899
C  -1.1315  -7.3680  1.4537
O  0.1858  -6.8195  1.3261
C  0.2939  -5.7993  0.4668
O  -0.6090  -5.3160  -0.1629
O  1.5629  -5.4179  0.4408
C  1.8429  -4.3411  -0.4742
H  -0.7289  -9.0463  0.1686
H  -2.4519  -8.7437  0.4591
H  -1.5370  -7.7044  -0.6389
H  -1.1117  -7.9385  2.3804
H  -1.8563  -6.5635  1.5705
H  1.1993  -3.4925  -0.2960
H  1.7296  -4.6892  -1.4994
H  2.8737  -4.0491  -0.3031

Atoms 1-2, force components in eV/Å:
O 0.52 -0.31 -0.09
P 0.31 -0.49 -0.37

## Properties
multiplicity: 1
total charge: -1
E_tot: -1644.22758 Ha
lowest unoccupied orbital energy: 2.405 eV